[1]
Molecular formula: C9H18F6MnNO5PS2
Method: DFT, ωB97M-V/def2-TZVPD

Atoms and positions in Å:
F1 -2.98089 2.35260 -1.81462
H1 2.33123 -3.82995 0.72454
O1 -1.17585 1.42580 -3.66404
N1 0.75004 2.17668 -2.22568
C1 2.26398 -2.74311 0.65068
Mn1 -0.05828 -0.19288 0.16249
O2 -0.46262 0.03150 -1.74872
H2 1.83786 -1.75963 -2.26371
C2 -1.83757 2.19325 -1.19707
H3 1.92312 -3.99740 -3.41173
S1 -0.59883 1.39110 -2.37713
F2 3.36610 3.22051 -2.19339
H4 0.22372 -2.37023 -2.58915
C3 1.71465 -3.93896 -2.34452
H5 -2.30066 -4.09007 1.25394
O3 0.82553 1.82778 0.27550
H6 1.01767 -4.74175 -2.10157
F3 -1.39167 3.33188 -0.72775
O4 2.27437 0.46719 -1.07879
H7 3.07203 -2.40334 -0.00067
H8 -0.61669 -1.53612 3.46564
P1 0.72028 -2.38010 -0.25847
H9 -0.98092 -3.43326 2.21556
H10 1.62288 -2.46892 2.71249
C4 1.13583 -2.55822 -2.02086
H11 0.68019 -0.32091 3.53861
F4 -2.02403 1.33050 -0.15818
C5 -1.48603 -3.36777 1.25169
H12 -1.92470 -2.37584 1.17172
S2 1.61469 1.75117 -0.96830
F5 3.88109 2.65150 -0.16887
O5 -0.52142 -0.24881 1.84635
H13 2.29837 -1.01332 1.97045
C6 -0.52318 -3.67046 0.09705
H14 -1.00358 0.16309 3.76491
H15 0.03352 -4.58809 0.29368
C7 2.92017 3.06878 -0.96806
H16 -1.07319 -3.81645 -0.83472
F6 2.39013 4.18617 -0.51599
H17 3.36045 -2.32611 2.46122
C8 -0.34308 -0.50977 3.21990
C9 2.38673 -2.09775 2.03081
H18 2.65009 -4.12255 -1.81626

charge	+1
energy above the lowest of the compared OMol25 structures with the same formula, charge and spin	49.2	kJ/mol
multiplicity	5
E	-99929.8512	eV
highest occupied orbital energy (spin up / spin down)	-13.8 / -14.3	eV
orbital gap (spin up / spin down)	0.29807 / 0.37996	hartree

[2]
Molecular formula: C9H18LiO13P
Method: DFT, ωB97M-V/def2-TZVPD

Atoms and positions in Å:
P1 -40.41494 18.76093 -44.62124
O1 -39.92135 17.27706 -44.68886
H1 -40.85310 23.50393 -44.54850
H2 -40.85126 17.09151 -47.01786
C1 -43.90408 20.90863 -46.72101
Li1 -40.72999 20.15025 -46.73607
H3 -43.46700 20.48485 -47.59089
H4 -38.87247 19.88067 -51.69865
H5 -40.20374 20.56205 -51.43596
H6 -36.35170 24.27543 -40.32472
C2 -40.98387 24.64585 -46.95638
O2 -43.62096 22.19964 -46.44196
H7 -42.17489 16.17293 -47.82795
C3 -40.07627 22.96032 -44.06655
H8 -37.93851 24.22078 -39.90124
H9 -38.75378 20.45335 -50.13769
C4 -38.75625 23.84240 -42.39206
C5 -39.46751 19.91833 -51.01085
C6 -42.30881 22.64153 -46.74081
O3 -37.55667 23.97572 -41.89280
O4 -39.53712 19.72252 -45.39694
O5 -38.81054 23.29046 -43.51566
H10 -39.90829 24.44710 -46.86225
H11 -43.37875 20.23101 -45.95329
H12 -42.27230 17.94825 -47.88105
H13 -40.42996 22.38512 -43.43189
H14 -39.67858 22.26500 -44.96094
O6 -41.55469 18.95199 -45.54400
O7 -39.88572 24.21126 -41.81858
H15 -40.91599 25.78111 -46.62043
O8 -40.71080 19.44312 -48.76955
O9 -40.88610 17.15246 -49.17212
H16 -37.20008 25.58817 -40.57765
C7 -41.61813 17.12044 -47.89439
H17 -45.12317 20.67866 -46.50980
O10 -42.03458 23.97797 -46.44000
H18 -40.93969 24.44667 -48.13795
C8 -37.30777 24.42096 -40.58523
O11 -39.76886 18.58784 -50.60987
C9 -40.49431 18.38606 -49.49308
O12 -40.62225 19.03437 -43.27370
O13 -41.45743 21.98472 -47.19292

charge	-2
energy above the lowest of the compared OMol25 structures with the same formula, charge and spin	305.3	kJ/mol
multiplicity	1
E	-45731.3019	eV
highest occupied orbital energy	1.7	eV
orbital gap	0.09065	hartree

[3]
Molecular formula: C9H18N
Method: DFT, ωB97M-V/def2-TZVPD

Atoms and positions in Å:
H1 -3.06695 -0.32927 0.10185
H2 -1.46383 0.42180 1.67610
H3 1.66170 1.48723 -0.17464
C1 -1.10064 0.65694 0.62018
H4 -3.31590 1.36650 0.15027
C2 -0.58956 2.06657 0.78185
C3 -0.20427 -0.42634 -0.08447
H5 0.13279 -1.18688 -2.13846
H6 0.21959 2.21748 1.43548
C4 1.17135 -0.51321 0.50300
C5 2.13668 0.54514 -0.01343
H7 -0.94277 0.01374 -1.82398
H8 2.62827 0.20963 -0.91336
H9 0.58758 0.32755 -1.88578
C6 -1.60961 -2.90369 0.22248
H10 1.06199 -2.67625 0.69666
H11 -2.34403 0.87835 -1.17227
C7 -2.57126 0.63296 -0.08755
C8 -1.04638 -1.84613 0.23985
H12 1.01702 -0.37698 1.63840
C9 1.83325 -1.92481 0.35492
H13 -0.12951 2.42665 -0.19373
H14 -2.04170 -3.79031 0.50728
H15 2.96155 0.61612 0.71805
H16 2.79653 -2.10101 0.81502
H17 -1.39355 2.67070 1.00999
H18 1.86964 -2.15710 -0.79416
N1 -0.03839 -0.34763 -1.64039

charge	+1
energy above the lowest of the compared OMol25 structures with the same formula, charge and spin	288.1	kJ/mol
multiplicity	1
structure (SMILES)	C#CC([NH3+])(C(C)C)C(C)C
E	-11104.7383	eV
highest occupied orbital energy	-14.2	eV
orbital gap	0.40483	hartree